Entry 1:
Below is C3H2Br3NO as an isolated structure, with properties calculated with ωB97M-V/def2-TZVPD.

XYZ file:
```
10
Properties=species:S:1:pos:R:3:lowdin_spin:R:1
C -1.438 -0.388 -0.159 0.488
C -0.042 -0.435 -0.134 0.524
C -4.083 -0.038 -0.080 0.054
N -2.627 -0.184 -0.431 0.464
O 0.766 0.625 0.132 0.246
Br -4.771 1.525 -0.983 0.052
Br -4.868 -1.648 -0.681 0.021
Br -4.560 0.280 1.945 0.100
H 0.282 -1.510 -0.100 0.038
H 0.235 1.270 0.518 0.013
```

Computed properties:
- orbital gap (spin up / spin down) (eV) = 5.4 / 8.1
- 2S+1 = 3
- LUMO energy (spin up / spin down) (eV) = -0.613 / -2.022

Entry 2:
Below is C23H30F2N3O as an isolated structure, with properties calculated with ωB97M-V/def2-TZVPD.

XYZ file:
```
59
Properties=species:S:1:pos:R:3:lowdin_charge:R:1
C -7.529 -2.397 -1.336 -0.104
H -6.875 -2.009 -2.273 0.122
C -6.533 -2.392 -0.215 -0.326
N -6.146 -1.201 0.162 0.066
C -4.901 -1.048 0.199 -0.598
O -4.044 -1.749 0.288 0.182
N -4.797 0.379 0.853 0.039
C -4.468 1.361 -0.593 -0.007
H -4.486 2.401 -0.222 0.137
H -5.224 1.185 -1.194 0.058
C -3.158 1.164 -1.124 -0.176
N -2.354 0.322 -0.284 -0.159
H -2.722 -0.905 -0.130 0.252
C -2.269 1.006 1.157 0.030
H -1.542 0.488 1.655 0.055
C -3.767 0.682 1.842 -0.086
H -3.953 1.430 2.350 0.020
H -3.749 -0.206 2.461 0.133
H -1.963 2.083 0.896 0.163
C -0.910 0.036 -0.568 -0.191
C -0.293 -1.242 -0.125 -0.190
H -0.928 -2.027 -0.184 0.084
H -0.315 -1.052 1.109 0.178
C 1.162 -1.366 -0.253 -0.225
H 1.356 -1.022 -1.727 0.223
H 1.575 -2.440 -0.293 0.149
C 2.203 -0.752 0.423 -0.282
C 2.070 1.074 0.157 -0.194
C 1.762 1.728 1.383 -0.035
C 1.701 3.086 1.165 0.011
C 1.704 3.746 -0.242 -0.048
C 1.867 2.794 -1.418 0.038
C 2.100 1.501 -1.071 -0.183
H 2.206 0.696 -1.971 0.166
H 1.898 3.184 -2.275 0.032
F 1.532 5.153 -0.344 0.002
H 1.548 3.795 1.759 0.017
H 1.833 1.381 2.540 0.178
C 3.599 -1.014 0.232 -0.203
C 4.465 -0.212 -0.383 0.075
C 5.938 -0.924 -0.488 0.043
C 6.027 -2.010 0.125 -0.194
C 5.134 -2.859 0.625 -0.058
C 3.915 -2.435 0.783 0.028
H 3.130 -2.795 1.250 0.063
H 5.659 -3.837 1.001 0.184
F 7.485 -2.690 -0.237 -0.157
H 6.742 -0.438 -1.146 0.156
H 4.381 0.725 -0.987 0.119
H 1.821 -0.698 1.526 0.164
H -0.910 -0.123 -1.813 0.186
H -0.256 0.926 -0.554 0.112
H -3.080 0.384 -2.108 0.211
H -2.503 1.779 -1.370 0.048
H -6.768 -0.511 0.465 0.167
H -7.211 -2.805 0.861 0.213
H -5.843 -3.173 -0.444 0.120
H -8.019 -3.382 -1.624 0.095
H -8.412 -1.664 -1.210 0.096
```

Computed properties:
- orbital gap (eV) = 9.2
- total charge = +1
- LUMO energy (eV) = -2.377